# 1
41
Properties=species:S:1:pos:R:3 method="wB97M-V/def2-TZVPD" smiles=CCOc1ccc(NCC[C@H](O)c2ccc(F)cc2)cc1 relative_energy_ev=0.000 spin_multiplicity=1 homo_lumo_gap_ev=7.74
C 0.613 -6.446 2.365
C -0.316 -6.230 1.173
O 0.228 -5.363 0.204
C 0.283 -4.015 0.460
C 0.988 -3.255 -0.472
C 1.100 -1.888 -0.341
C 0.513 -1.226 0.741
N 0.568 0.140 0.886
C 1.577 0.953 0.250
C 1.783 2.266 1.001
C 0.520 3.138 1.129
O -0.319 2.551 2.105
C -0.162 3.317 -0.208
C 0.220 4.358 -1.046
C -0.380 4.528 -2.280
C -1.371 3.642 -2.663
F -1.964 3.805 -3.864
C -1.769 2.596 -1.851
C -1.157 2.439 -0.621
C -0.200 -1.992 1.664
C -0.318 -3.363 1.530
H 0.169 -7.158 3.055
H 0.793 -5.510 2.888
H 1.569 -6.834 2.021
H -1.299 -5.875 1.508
H -0.459 -7.175 0.640
H 1.443 -3.765 -1.306
H 1.642 -1.329 -1.088
H 0.232 0.504 1.765
H 2.540 0.422 0.219
H 1.280 1.165 -0.787
H 2.132 2.053 2.013
H 2.550 2.846 0.485
H 0.842 4.131 1.490
H -1.158 3.024 2.121
H 0.993 5.043 -0.730
H -0.093 5.331 -2.939
H -2.540 1.919 -2.184
H -1.440 1.618 0.020
H -0.668 -1.500 2.505
H -0.884 -3.905 2.272



# 2
44
Properties=species:S:1:pos:R:3 method="wB97M-V/def2-TZVPD" smiles="CCOC(=O)[C@@H]1CCCN(S(=O)(=O)c2cccc3cccnc23)C1" relative_energy_ev=1.950 spin_multiplicity=1 homo_lumo_gap_ev=8.76
C 5.274 1.395 -0.710
C 4.815 1.002 0.681
O 3.593 0.269 0.563
C 3.015 -0.106 1.709
O 3.481 0.134 2.791
C 1.744 -0.890 1.463
C 2.101 -2.293 0.948
C 0.826 -3.083 0.669
C -0.058 -2.318 -0.315
N -0.338 -0.980 0.154
S -1.610 -0.838 1.228
O -2.023 -2.140 1.682
O -1.320 0.157 2.215
C -2.925 -0.229 0.164
C -4.107 -0.908 0.101
C -5.166 -0.425 -0.685
C -5.024 0.741 -1.385
C -3.814 1.464 -1.338
C -3.608 2.674 -2.033
C -2.399 3.307 -1.930
C -1.397 2.715 -1.138
N -1.550 1.599 -0.483
C -2.733 0.967 -0.554
C 0.835 -0.191 0.441
H 6.202 1.955 -0.644
H 5.437 0.508 -1.316
H 4.520 2.012 -1.193
H 5.557 0.372 1.184
H 4.638 1.882 1.309
H 1.208 -0.973 2.413
H 2.713 -2.813 1.688
H 2.683 -2.194 0.028
H 0.264 -3.223 1.593
H 1.072 -4.064 0.258
H -1.016 -2.824 -0.440
H 0.434 -2.235 -1.291
H -4.208 -1.819 0.672
H -6.093 -0.976 -0.722
H -5.836 1.130 -1.984
H -4.408 3.082 -2.636
H -2.204 4.236 -2.442
H -0.427 3.185 -1.045
H 0.478 0.762 0.827
H 1.377 -0.027 -0.494



# 3
44
Properties=species:S:1:pos:R:3 method="wB97M-V/def2-TZVPD" smiles="CCOC(=O)c1ccc(N2C(=O)C[C@@H](N3CCOCC3)C2=O)cc1" relative_energy_ev=1.546 spin_multiplicity=1 homo_lumo_gap_ev=9.69
C 2.971 6.839 0.726
C 3.763 5.721 0.077
O 2.970 4.533 0.103
C 3.511 3.450 -0.464
O 4.605 3.446 -0.975
C 2.619 2.265 -0.394
C 1.356 2.327 0.187
C 0.559 1.201 0.233
C 1.019 0.007 -0.313
N 0.194 -1.147 -0.269
C 0.661 -2.403 0.094
O 1.798 -2.665 0.372
C -0.522 -3.340 0.095
C -1.692 -2.548 -0.489
N -2.879 -2.663 0.349
C -3.961 -1.752 -0.002
C -5.082 -1.904 1.025
O -5.580 -3.221 1.056
C -4.545 -4.125 1.346
C -3.409 -4.022 0.326
C -1.148 -1.123 -0.602
O -1.732 -0.142 -0.980
C 2.278 -0.064 -0.898
C 3.074 1.063 -0.931
H 3.557 7.753 0.719
H 2.730 6.579 1.754
H 2.045 7.006 0.183
H 4.701 5.531 0.612
H 4.011 5.957 -0.965
H 1.006 3.258 0.604
H -0.420 1.244 0.683
H -0.279 -4.250 -0.454
H -0.726 -3.612 1.133
H -1.909 -2.869 -1.529
H -3.601 -0.725 0.012
H -4.356 -1.974 -1.008
H -5.925 -1.262 0.767
H -4.698 -1.627 2.018
H -4.988 -5.122 1.324
H -4.141 -3.925 2.350
H -2.628 -4.733 0.592
H -3.798 -4.279 -0.675
H 2.630 -0.994 -1.313
H 4.056 1.035 -1.378



# 4
46
Properties=species:S:1:pos:R:3 method="wB97M-V/def2-TZVPD" smiles="COc1ccc(NS(=O)(=O)c2ccc(S(=O)(=O)N3CCCC3)cc2)cc1" relative_energy_ev=1.967 spin_multiplicity=1 homo_lumo_gap_ev=8.42
C 5.871 3.366 -0.447
O 6.197 2.270 0.373
C 5.359 1.194 0.383
C 5.745 0.128 1.197
C 4.972 -1.009 1.278
C 3.785 -1.109 0.555
N 2.982 -2.248 0.680
S 1.907 -2.819 -0.461
O 2.204 -2.306 -1.763
O 1.854 -4.237 -0.273
C 0.330 -2.129 0.060
C -0.805 -2.744 -0.439
C -2.052 -2.243 -0.103
C -2.131 -1.137 0.722
S -3.757 -0.480 1.107
O -4.625 -1.568 1.444
O -3.594 0.589 2.054
N -4.180 0.083 -0.414
C -3.791 1.463 -0.681
C -5.065 2.198 -1.130
C -6.192 1.292 -0.635
C -5.571 -0.092 -0.805
C -0.999 -0.525 1.224
C 0.252 -1.028 0.891
C 3.396 -0.049 -0.251
C 4.178 1.091 -0.342
H 5.822 3.079 -1.502
H 4.921 3.823 -0.149
H 6.675 4.086 -0.307
H 6.664 0.213 1.754
H 5.285 -1.829 1.907
H 3.367 -2.993 1.238
H -0.689 -3.609 -1.073
H -2.963 -2.695 -0.459
H -3.015 1.477 -1.452
H -3.385 1.889 0.238
H -5.119 3.202 -0.716
H -5.094 2.267 -2.218
H -7.113 1.414 -1.201
H -6.390 1.476 0.421
H -6.019 -0.862 -0.181
H -5.599 -0.408 -1.853
H -1.113 0.328 1.874
H 1.150 -0.573 1.276
H 2.494 -0.125 -0.836
H 3.849 1.890 -0.986



# 5
43
Properties=species:S:1:pos:R:3 method="wB97M-V/def2-TZVPD" smiles="CCOc1ccc2nc(NCCNC(=O)CC)c(C#N)cc2c1" relative_energy_ev=1.267 spin_multiplicity=1 homo_lumo_gap_ev=7.69
C -6.666 1.648 -0.798
C -6.701 0.352 0.007
O -5.867 0.395 1.146
C -4.519 0.254 1.002
C -3.788 0.401 2.205
C -2.431 0.272 2.231
C -1.716 -0.016 1.049
N -0.379 -0.139 1.110
C 0.301 -0.414 0.017
N 1.639 -0.534 0.112
C 2.315 -0.410 1.380
C 3.624 -1.201 1.377
N 4.659 -0.568 0.585
C 4.745 -0.753 -0.751
O 3.945 -1.447 -1.351
C 5.895 -0.077 -1.471
C 6.783 0.850 -0.652
C -0.344 -0.565 -1.262
C 0.409 -0.801 -2.428
N 1.003 -0.970 -3.396
C -1.711 -0.439 -1.328
C -2.448 -0.164 -0.160
C -3.850 -0.024 -0.164
H -5.668 1.840 -1.183
H -7.360 1.581 -1.631
H -6.954 2.483 -0.163
H -7.705 0.195 0.412
H -6.447 -0.508 -0.626
H -4.348 0.618 3.101
H -1.875 0.384 3.148
H 2.181 -0.858 -0.682
H 2.522 0.648 1.592
H 1.645 -0.781 2.161
H 3.440 -2.191 0.950
H 3.993 -1.311 2.398
H 5.264 0.092 1.041
H 5.453 0.469 -2.308
H 6.496 -0.878 -1.909
H 6.212 1.675 -0.230
H 7.287 0.312 0.149
H 7.550 1.275 -1.296
H -2.220 -0.547 -2.277
H -4.362 -0.149 -1.106



# 6
47
Properties=species:S:1:pos:R:3 method="wB97M-V/def2-TZVPD" smiles="C=CCN(CC=C)S(=O)(=O)c1ccc(C(=O)Nc2nnc(CSC)o2)cc1" relative_energy_ev=3.670 spin_multiplicity=1 homo_lumo_gap_ev=9.47
C -1.064 -0.425 -2.224
C -2.273 -0.827 -2.568
C -3.396 -1.157 -1.626
N -3.028 -1.164 -0.234
C -2.362 -2.344 0.292
C -1.395 -2.003 1.386
C -0.101 -1.832 1.192
S -3.627 0.014 0.758
O -4.769 0.602 0.116
O -3.775 -0.505 2.086
C -2.299 1.221 0.734
C -2.202 2.062 -0.356
C -1.120 2.917 -0.463
C -0.131 2.898 0.514
C 1.045 3.799 0.385
O 1.015 5.001 0.431
N 2.261 3.151 0.211
C 2.474 1.839 -0.074
N 1.625 0.872 -0.219
N 2.352 -0.230 -0.515
C 3.596 0.113 -0.539
C 4.762 -0.758 -0.736
S 5.170 -1.565 0.865
C 3.779 -2.722 0.950
O 3.752 1.438 -0.264
C -0.259 2.076 1.629
C -1.353 1.238 1.741
H -0.314 -0.206 -2.964
H -0.768 -0.294 -1.197
H -2.541 -0.944 -3.611
H -4.190 -0.411 -1.730
H -3.827 -2.129 -1.903
H -3.112 -3.051 0.674
H -1.824 -2.804 -0.540
H -1.835 -1.889 2.366
H 0.561 -1.575 2.001
H 0.352 -1.928 0.219
H -2.978 2.041 -1.104
H -1.027 3.584 -1.306
H 3.081 3.747 0.175
H 5.636 -0.177 -1.019
H 4.552 -1.539 -1.463
H 3.767 -3.126 1.956
H 2.859 -2.182 0.744
H 3.929 -3.521 0.228
H 0.492 2.096 2.404
H -1.487 0.595 2.595



# 7
49
Properties=species:S:1:pos:R:3 method="wB97M-V/def2-TZVPD" smiles="C[C@H](c1ncc[nH]1)c1nc2ccc(C(=O)N[C@@H](CP(=O)(O)O)C(=O)O)cc2n1C" spin_multiplicity=1 homo_lumo_gap_ev=8.96
C -4.231 -0.092 3.953
C -3.699 -1.184 3.062
C -3.170 -2.301 3.963
N -2.840 -2.224 5.252
C -2.339 -3.502 5.596
C -2.327 -4.276 4.486
N -2.911 -3.540 3.476
C -2.639 -0.697 2.117
N -2.935 -0.484 0.868
C -1.735 -0.106 0.272
C -1.543 0.142 -1.065
C -0.288 0.494 -1.513
C 0.794 0.547 -0.576
C 2.166 0.891 -1.110
O 3.157 0.679 -0.427
N 2.340 1.144 -2.455
C 3.639 1.268 -3.166
C 3.452 0.735 -4.604
P 2.228 1.595 -5.597
O 0.965 1.774 -4.842
O 1.823 0.798 -6.888
O 2.757 2.998 -6.124
C 4.192 2.711 -3.158
O 3.472 3.645 -3.519
O 5.477 2.848 -2.859
C 0.581 0.253 0.767
C -0.711 -0.055 1.203
N -1.276 -0.449 2.375
C -0.582 -0.515 3.671
H -3.477 0.302 4.621
H -4.588 0.743 3.330
H -5.094 -0.475 4.523
H -4.494 -1.596 2.428
H -1.959 -3.792 6.567
H -1.999 -5.293 4.415
H -2.948 -3.844 2.511
H -2.381 0.113 -1.722
H -0.112 0.710 -2.573
H 1.541 1.492 -2.958
H 4.400 0.686 -2.635
H 3.115 -0.290 -4.550
H 4.402 0.775 -5.106
H 1.066 1.351 -7.183
H 2.812 3.499 -5.297
H 5.640 3.795 -2.956
H 1.426 0.273 1.434
H -0.402 -1.582 3.949
H 0.397 0.045 3.596
H -1.162 -0.012 4.448



# 8
49
Properties=species:S:1:pos:R:3 method="wB97M-V/def2-TZVPD" relative_energy_ev=0.000 spin_multiplicity=3 homo_lumo_gap_ev="9.09 / 7.70"
Pd -0.002 -0.880 0.447
O -2.365 0.153 1.093
C -2.232 0.316 2.505
C -1.016 1.161 2.865
N 0.247 0.573 2.395
C 1.061 1.551 1.650
C 0.323 1.719 0.294
O -0.556 2.565 0.192
O 0.644 0.829 -0.583
C 0.957 -0.214 3.406
C 1.071 -1.728 3.074
O 1.163 -2.505 4.007
O 1.091 -2.039 1.825
H -2.392 1.032 0.686
H -3.126 0.802 2.907
H -2.151 -0.686 2.930
H -1.144 2.133 2.393
H -0.985 1.308 3.949
H 1.144 2.510 2.170
H 2.047 1.130 1.468
H 1.977 0.154 3.531
H 0.456 -0.159 4.371
C -1.747 -3.597 0.820
C -1.153 -3.517 -0.547
N -0.603 -2.446 -1.093
C -0.272 -2.772 -2.386
C -0.613 -4.062 -2.623
N -1.179 -4.525 -1.454
C -1.650 -5.871 -1.218
N -0.594 -6.833 -1.313
N -0.641 -7.767 -2.301
N 0.321 -8.582 -2.154
C 1.052 -8.221 -1.041
C 2.181 -8.799 -0.461
C 2.681 -8.200 0.673
C 2.091 -7.046 1.217
C 0.978 -6.459 0.655
C 0.459 -7.082 -0.479
H -1.398 -2.754 1.410
H -1.451 -4.501 1.350
H -2.837 -3.552 0.771
H 0.200 -2.059 -3.040
H -0.523 -4.682 -3.498
H -2.389 -6.160 -1.962
H -2.098 -5.902 -0.227
H 2.635 -9.676 -0.901
H 3.553 -8.618 1.159
H 2.530 -6.599 2.099
H 0.556 -5.552 1.070



What did the fifth record say?
43
Properties=species:S:1:pos:R:3 method="wB97M-V/def2-TZVPD" smiles="CCOc1ccc2nc(NCCNC(=O)CC)c(C#N)cc2c1" relative_energy_ev=1.267 spin_multiplicity=1 homo_lumo_gap_ev=7.69
C -6.666 1.648 -0.798
C -6.701 0.352 0.007
O -5.867 0.395 1.146
C -4.519 0.254 1.002
C -3.788 0.401 2.205
C -2.431 0.272 2.231
C -1.716 -0.016 1.049
N -0.379 -0.139 1.110
C 0.301 -0.414 0.017
N 1.639 -0.534 0.112
C 2.315 -0.410 1.380
C 3.624 -1.201 1.377
N 4.659 -0.568 0.585
C 4.745 -0.753 -0.751
O 3.945 -1.447 -1.351
C 5.895 -0.077 -1.471
C 6.783 0.850 -0.652
C -0.344 -0.565 -1.262
C 0.409 -0.801 -2.428
N 1.003 -0.970 -3.396
C -1.711 -0.439 -1.328
C -2.448 -0.164 -0.160
C -3.850 -0.024 -0.164
H -5.668 1.840 -1.183
H -7.360 1.581 -1.631
H -6.954 2.483 -0.163
H -7.705 0.195 0.412
H -6.447 -0.508 -0.626
H -4.348 0.618 3.101
H -1.875 0.384 3.148
H 2.181 -0.858 -0.682
H 2.522 0.648 1.592
H 1.645 -0.781 2.161
H 3.440 -2.191 0.950
H 3.993 -1.311 2.398
H 5.264 0.092 1.041
H 5.453 0.469 -2.308
H 6.496 -0.878 -1.909
H 6.212 1.675 -0.230
H 7.287 0.312 0.149
H 7.550 1.275 -1.296
H -2.220 -0.547 -2.277
H -4.362 -0.149 -1.106